96
Properties=species:S:1:pos:R:3:forces:R:3:mulliken_spin:R:1 method="wB97M-V/def2-TZVPD" orbital_gap_ev="5.00 / 6.43" lumo_ev="0.15 / -0.12" e_homo_ha="-0.17840 / -0.24085" multiplicity=3
Pd -0.158289 1.140841 -1.636912 -0.142 0.636 1.388 0.3258
C -1.603534 1.083099 -3.204774 -0.803 1.529 0.698 0.3609
C -1.698764 -0.371987 -3.112292 -2.580 -2.190 0.828 -0.0227
C -1.165366 -1.172033 -4.303802 0.567 0.313 0.481 0.0320
C 0.252283 -0.747337 -4.771525 -0.049 -0.435 -0.503 0.0409
C 1.110196 -0.087166 -3.755431 1.635 1.466 -0.194 0.3701
C 0.988662 1.226275 -3.283920 -0.278 -0.098 -3.183 -0.1214
C 0.283942 2.263049 -4.194251 1.002 -0.296 0.927 0.0861
C -1.128274 1.853257 -4.435714 -0.777 0.502 0.311 0.0627
C 2.002180 0.617898 2.873887 0.469 0.336 -1.091 0.0023
H -2.358300 1.665516 -2.646111 0.098 -0.709 -0.709 0.0083
H -2.712607 -0.796031 -2.873752 0.024 0.840 -1.114 0.0189
H -1.824988 -1.057748 -5.172162 -0.198 0.170 0.346 -0.0094
H -1.156810 -2.235288 -4.089302 -0.069 -0.201 0.200 -0.0006
H 0.756170 -1.658608 -5.118435 0.021 0.212 0.078 0.0086
H 0.140848 -0.128419 -5.670016 0.122 0.079 0.162 0.0138
H 2.052088 -0.593167 -3.572959 -0.310 -0.097 0.427 -0.0026
H 1.679391 1.726484 -2.642266 1.293 -0.226 -0.171 -0.0353
H 0.852749 2.394601 -5.107279 0.289 0.134 -0.346 -0.0232
H 0.349689 3.179671 -3.609169 -0.276 0.328 -0.293 -0.0073
H -1.723998 2.765677 -4.530475 -0.229 -0.137 0.015 0.0034
H -1.226692 1.364185 -5.391971 -0.194 -0.515 -0.220 0.0041
H 2.139345 1.716061 2.803954 0.172 -0.643 0.151 0.0004
H 2.549310 0.128151 2.055343 0.032 0.212 0.423 -0.0069
H 2.384541 0.215668 3.819584 0.058 0.195 -0.124 0.0001
P -1.281076 -0.892237 -1.139596 1.161 1.079 0.226 0.2163
P 2.506964 -0.084818 -0.708594 -1.908 -0.870 2.309 0.0599
C 0.265100 -1.690568 -1.630434 1.895 -1.149 0.598 0.3548
C 1.601356 -1.480701 -1.424934 -1.174 -0.517 -0.867 -0.0914
C -2.067995 -2.348936 -0.280960 0.875 0.193 -0.616 -0.1129
C -2.802019 -3.218236 -1.057074 -0.473 -0.347 -0.173 0.0141
C -3.569258 -4.204905 -0.452579 0.106 0.102 0.815 -0.0005
C -3.541751 -4.357892 0.935517 0.213 0.032 -0.053 0.0043
C -2.633253 -3.619495 1.700495 -0.155 0.044 -0.406 0.0047
C -1.885101 -2.617339 1.082839 0.162 0.325 0.154 0.0496
C -2.545242 0.406806 -0.505157 -0.844 0.381 0.446 0.1620
C -2.175663 1.754142 -0.223419 -1.592 -0.632 -0.824 -0.0374
C -3.067087 2.803929 -0.572288 0.854 -1.038 0.785 0.0341
C -4.320714 2.521970 -1.091709 0.290 -0.235 0.048 -0.0171
C -4.749060 1.193904 -1.166167 0.040 -0.071 0.123 0.0549
C -3.888795 0.141381 -0.825591 -0.052 0.601 -0.398 0.0142
C 3.780389 -0.948019 0.189422 0.132 -0.240 -0.133 0.0210
C 3.417575 -2.137266 0.870529 0.013 0.672 -0.779 0.0142
C 4.413387 -2.937416 1.384035 0.716 -0.236 0.343 -0.0030
C 5.756101 -2.539308 1.270140 -0.185 -0.102 0.151 0.0055
C 6.088735 -1.317908 0.665681 0.582 -0.691 0.758 -0.0007
C 5.112625 -0.504229 0.149060 -0.650 -0.193 0.040 -0.0009
C 3.125809 1.557766 -0.938201 1.391 2.584 -1.709 -0.0129
C 2.578818 2.705414 -0.295865 -0.027 -0.762 -0.504 0.0323
C 2.895635 4.010431 -0.680485 -0.147 0.558 0.147 -0.0086
C 3.790600 4.231548 -1.715397 0.006 -0.373 0.140 0.0161
C 4.444753 3.144073 -2.282124 0.797 0.381 -0.595 -0.0047
C 4.157149 1.842477 -1.901526 -0.825 -0.083 0.415 0.0381
H -0.042378 -2.584954 -2.192525 0.576 -0.269 0.496 -0.0103
H 2.288979 -2.260255 -1.773214 -0.193 0.140 0.092 -0.0109
H -2.769925 -3.125137 -2.140780 -0.282 0.048 0.094 -0.0045
H -4.201765 -4.837134 -1.033565 -0.320 -0.342 -0.379 -0.0002
H -4.197891 -5.068975 1.433977 0.173 0.005 -0.216 0.0008
H -2.534289 -3.821294 2.769996 0.018 0.092 -0.428 0.0004
H -1.133884 -2.055928 1.654837 -0.503 -0.116 -0.233 0.0176
H -1.271840 1.925543 0.326509 0.728 0.337 0.106 0.0562
H -2.723213 3.810514 -0.417634 -0.096 0.344 0.028 -0.0011
H -4.960341 3.336606 -1.406217 -0.081 -0.079 0.004 -0.0019
H -5.756007 0.993589 -1.525325 0.116 -0.094 0.165 0.0021
H -4.259774 -0.886733 -0.854653 0.200 0.264 -0.215 0.0036
H 2.357531 -2.415084 0.935902 0.505 0.106 -0.001 -0.0077
H 4.150687 -3.871024 1.895294 0.194 0.376 -0.196 0.0000
H 6.535244 -3.174634 1.701940 -0.228 0.263 -0.235 0.0006
H 7.131358 -1.004017 0.636391 -0.180 -0.098 -0.019 -0.0003
H 5.364351 0.459393 -0.292700 -0.046 -0.383 0.099 0.0001
H 1.843579 2.554992 0.473981 -0.273 -0.123 0.208 -0.0045
H 2.433697 4.898460 -0.201151 0.183 -0.915 -0.194 -0.0002
H 4.009293 5.223340 -2.091576 -0.070 0.034 0.181 0.0010
H 5.210585 3.387900 -3.052554 -0.624 -0.594 0.569 -0.0003
H 4.684367 1.029633 -2.390761 -0.186 -0.031 0.019 0.0009
C -2.720597 0.684399 2.989441 0.452 -0.070 0.393 -0.0078
C -1.417565 0.783098 3.816995 -1.073 -0.342 -0.573 0.0103
C -1.659240 1.785954 4.937000 0.313 -0.224 0.108 0.0004
O -0.422048 1.320426 2.900438 0.143 -1.083 0.937 -0.0019
B 0.492926 0.282413 2.824980 0.824 0.547 0.009 0.0072
O 0.031159 -0.989959 3.149387 -0.083 0.739 0.242 0.0195
C -0.819173 -0.645929 4.259524 -0.787 0.586 -0.064 -0.0003
C 0.020944 -0.569819 5.536688 0.079 0.296 -0.492 -0.0001
C -1.883414 -1.706397 4.424589 -0.206 0.077 -0.119 0.0025
H -2.885843 1.697622 2.590582 -0.164 -0.432 0.037 0.0016
H -3.561512 0.389331 3.640002 0.198 0.071 -0.426 0.0002
H -2.593665 -0.010445 2.144094 -0.202 0.234 0.350 0.0122
H -2.031580 2.706714 4.476442 0.076 -0.084 0.210 0.0001
H -2.426936 1.396545 5.624783 0.266 0.168 -0.152 -0.0002
H -0.737865 2.005905 5.495397 -0.336 -0.016 -0.135 -0.0001
H -0.654998 -0.442079 6.374018 0.061 0.086 0.313 0.0000
H 0.569706 -1.504017 5.647599 0.009 -0.019 0.044 0.0001
H 0.741918 0.260847 5.508022 -0.226 -0.258 0.081 -0.0002
H -2.498539 -1.776598 3.510635 0.241 -0.024 0.678 0.0003
H -1.390827 -2.673662 4.619155 -0.270 0.304 -0.006 -0.0001
H -2.502998 -1.416341 5.288172 0.000 -0.341 -0.307 -0.0001

14
Properties=species:S:1:pos:R:3:forces:R:3:nbo_charge:R:1 method="wB97M-V/def2-TZVPD" orbital_gap_ev=9.55 lumo_ev=0.78 e_homo_ha=-0.32233
C 1.472603 1.806161 -0.064634 -0.679 1.078 -1.553 -0.7135
C 0.634265 0.591916 0.039010 -0.117 -1.856 0.673 0.5507
N 1.023835 -0.622422 0.165558 0.706 0.712 -0.666 -0.6186
S 2.742575 -0.849278 -0.026218 -0.671 -0.584 0.188 0.1307
O -0.707611 0.840082 0.059453 0.068 0.624 0.086 -0.4767
C -1.635226 -0.148689 -0.000694 -1.046 -0.907 -0.628 0.3086
N -2.846766 0.241471 0.047664 0.774 -0.083 0.236 -0.1747
O -3.762100 -0.819672 -0.059657 0.047 0.662 -0.127 -0.5608
H 0.834860 2.676940 -0.420446 0.916 -1.028 0.565 0.2502
H 1.969638 2.042372 0.867023 0.006 0.032 0.255 0.2495
H 2.251678 1.591560 -0.823834 -0.305 0.289 0.356 0.2468
H 2.690422 -2.204377 -0.192537 -0.135 0.706 0.148 0.1317
H -1.351411 -1.200935 -0.213189 0.114 0.862 0.392 0.1958
H -4.588037 -0.310070 -0.130532 0.321 -0.507 0.075 0.4802

73
Properties=species:S:1:pos:R:3:forces:R:3:mulliken_spin:R:1 method="wB97M-V/def2-TZVPD" orbital_gap_ev="6.21 / 6.01" charge=+2 lumo_ev="-6.65 / -7.28" e_homo_ha="-0.47277 / -0.48827" multiplicity=5
Os 0.184948 0.138738 0.249762 0.899 -0.588 -0.924 2.6781
Br 1.676726 -2.543795 -8.821503 -0.144 0.131 0.046 0.0132
C 0.411616 -1.311758 -8.172742 0.093 -0.094 -0.022 0.0808
C -0.924899 -1.437890 -8.539301 0.063 -0.099 -0.088 -0.0360
C -1.850753 -0.536885 -8.060357 -0.154 0.164 0.118 0.0706
C -1.445980 0.473464 -7.179154 0.710 -0.395 0.092 0.0397
C -0.085771 0.612581 -6.843548 -0.243 0.096 0.104 0.0502
C 0.837049 -0.278455 -7.338463 0.023 -0.037 -0.011 -0.0365
N -2.409709 1.351025 -6.722946 -0.552 0.384 0.013 0.1771
N -2.329425 2.106572 -5.765670 -0.077 -0.108 -0.236 0.2004
C -1.849390 2.000267 -4.523309 0.232 -0.133 0.274 0.1576
C -1.434248 3.193547 -3.884319 -0.047 -0.064 -0.177 0.0210
C -0.768182 3.174700 -2.692953 0.241 -0.007 0.203 0.0227
C -0.506736 1.953090 -2.028988 -0.212 0.095 -0.408 0.0916
O 0.240568 1.869808 -1.007226 -0.235 -0.014 0.442 0.1511
C -1.164749 0.752724 -2.537403 -0.172 -0.008 -0.221 0.0230
N -1.143381 -0.327237 -1.729355 0.115 0.252 0.157 0.1793
C -1.765614 -1.424349 -2.116417 -0.012 0.032 0.232 -0.0548
C -2.454358 -1.513471 -3.325843 -0.061 0.094 -0.100 0.0246
C -2.488546 -0.418568 -4.156589 0.002 -0.107 0.000 0.0099
C -1.820877 0.754291 -3.777727 0.093 0.108 0.047 -0.0039
H -1.227023 -2.229303 -9.210790 -0.007 0.000 0.020 -0.0002
H -2.894561 -0.609888 -8.336988 0.013 0.029 -0.033 -0.0014
H 0.240014 1.438770 -6.225244 0.004 0.002 0.028 0.0039
H 1.884414 -0.176955 -7.090774 -0.004 0.004 -0.038 -0.0010
H -1.595085 4.124865 -4.412717 -0.011 -0.002 0.017 -0.0062
H -0.397688 4.085334 -2.241895 0.041 -0.011 -0.045 -0.0018
H -1.763668 -2.251707 -1.416837 0.007 -0.023 -0.023 -0.0117
H -2.986523 -2.420631 -3.574267 0.025 0.000 -0.026 0.0013
H -3.062926 -0.450555 -5.071543 0.010 -0.030 -0.046 0.0090
C 0.227414 -0.771460 3.766113 -0.192 0.051 -0.344 0.0208
Si -0.907948 -0.422490 2.287370 -0.618 0.141 0.828 0.0347
C -2.181398 -1.839270 2.143591 0.310 0.134 -0.070 -0.0006
C -1.930049 1.148336 2.603077 0.272 -0.353 -0.157 -0.0199
C -1.940754 2.232760 1.723498 -0.013 -0.100 0.099 -0.0078
C -2.726105 3.349415 1.966533 -0.004 0.050 -0.047 0.0122
C -3.516435 3.398268 3.104697 -0.012 0.031 -0.017 0.0007
C -3.516625 2.333643 3.994144 -0.016 -0.037 0.057 -0.0004
C -2.731664 1.218216 3.742939 -0.014 -0.007 0.002 -0.0011
H -0.377644 -0.932063 4.661182 -0.010 -0.016 0.004 0.0015
H 0.885331 0.077563 3.955659 -0.003 0.000 -0.032 0.0033
H 0.857816 -1.651937 3.619208 0.006 -0.017 -0.011 0.0023
H -2.779580 -1.859132 3.057429 0.009 0.004 0.018 0.0015
H -1.742591 -2.834922 2.026318 -0.055 -0.001 0.047 0.0007
H -2.869298 -1.671198 1.312343 0.018 0.031 -0.004 0.0000
H -1.312277 2.225326 0.836612 0.004 0.093 -0.044 0.0314
H -2.717843 4.183980 1.276826 0.001 -0.010 0.005 0.0008
H -4.129548 4.268043 3.299746 0.006 -0.004 0.010 0.0003
H -4.128280 2.373904 4.885905 0.003 0.001 -0.003 0.0002
H -2.741188 0.394325 4.448837 -0.036 0.023 0.028 -0.0003
C 1.568848 -4.878830 2.291665 0.159 -0.070 0.362 0.0000
N 0.941697 -4.645603 0.958634 0.019 0.049 0.004 0.0019
C 1.507373 -5.511996 -0.113682 0.124 -0.240 -0.276 -0.0005
C 0.852060 -3.188992 0.600621 0.145 0.530 -0.140 0.2406
C 2.114024 -2.346240 0.503738 -0.126 -0.220 0.168 -0.1647
C 3.411127 -2.836916 0.478119 0.005 0.002 -0.008 -0.0324
C 4.504714 -1.980420 0.399023 -0.022 0.043 -0.004 0.0716
C 4.308633 -0.613402 0.350431 0.070 -0.064 -0.017 -0.0354
C 3.015414 -0.113620 0.382639 0.024 0.060 -0.059 -0.0555
C 1.897027 -0.955109 0.442773 -0.289 0.382 0.237 0.1540
H 1.484260 -5.930998 2.553200 -0.047 -0.013 -0.104 -0.0002
H 1.054656 -4.279456 3.040176 -0.063 0.038 -0.083 -0.0002
H 2.613953 -4.592636 2.268707 -0.010 0.015 -0.085 0.0013
H -0.031308 -4.937541 1.055608 -0.023 0.009 0.032 -0.0017
H 2.561426 -5.311489 -0.252930 0.014 0.055 0.070 0.0003
H 0.986680 -5.319209 -1.048980 -0.068 0.069 0.066 0.0000
H 1.376902 -6.556167 0.161249 -0.048 0.039 0.092 0.0001
H 0.214934 -2.727987 1.357282 0.011 -0.188 -0.060 -0.1208
H 0.324777 -3.131919 -0.354051 -0.082 -0.171 0.015 -0.0086
H 3.626784 -3.893440 0.530214 -0.038 -0.027 -0.011 0.0046
H 5.504305 -2.392993 0.383725 -0.002 0.003 0.005 0.0032
H 5.154833 0.058122 0.297792 -0.024 0.019 0.012 0.0006
H 2.879657 0.962873 0.355976 -0.023 -0.004 0.020 0.0099

It is found that the largest force on an atom values, taken in the order of the records, are 3.484 2.009 1.417 eV Å⁻¹.